Computed, not measured: the molecule C20H22N2O3S at a distorted geometry, with ωB97M-V with the def2-TZVPD basis set.

Geometry as XYZ:
```
48
Properties=species:S:1:pos:R:3:nbo_charge:R:1
C 1.271 3.534 -1.142 -0.636
C 0.088 2.741 -0.682 0.023
C 0.141 2.005 0.499 -0.246
C -0.953 1.271 0.923 -0.116
C -2.102 1.265 0.158 -0.371
S -3.532 0.313 0.681 2.329
O -4.636 0.684 -0.152 -0.938
O -3.658 0.435 2.105 -0.942
N -3.218 -1.293 0.373 -0.663
C -2.363 -1.984 1.302 -0.277
C -0.951 -2.111 0.823 -0.173
C -0.591 -1.846 -0.431 -0.081
C 0.805 -2.007 -0.942 0.654
O 1.040 -2.258 -2.109 -0.622
N 1.782 -1.851 -0.020 -0.606
C 3.184 -2.009 -0.339 -0.268
C 4.001 -0.826 0.102 0.054
C 5.220 -1.005 0.742 -0.240
C 5.971 0.087 1.140 -0.201
C 5.508 1.370 0.907 -0.219
C 4.291 1.556 0.272 -0.197
C 3.542 0.465 -0.130 -0.251
C -1.588 -1.438 -1.478 -0.466
C -3.027 -1.666 -1.008 -0.230
C -2.177 1.989 -1.017 -0.176
C -1.083 2.725 -1.433 -0.222
H 0.958 4.376 -1.754 0.223
H 1.840 3.907 -0.293 0.218
H 1.930 2.908 -1.745 0.227
H 1.042 2.019 1.095 0.219
H -0.932 0.722 1.851 0.221
H -2.775 -2.988 1.485 0.215
H -2.414 -1.435 2.245 0.252
H -0.251 -2.485 1.556 0.205
H 1.549 -1.584 0.923 0.398
H 3.571 -2.926 0.122 0.196
H 3.233 -2.126 -1.428 0.251
H 5.585 -2.005 0.926 0.211
H 6.919 -0.064 1.636 0.215
H 6.091 2.223 1.220 0.215
H 3.931 2.557 0.085 0.209
H 2.595 0.606 -0.631 0.218
H -1.426 -0.386 -1.730 0.227
H -1.382 -2.016 -2.382 0.255
H -3.286 -2.725 -1.103 0.206
H -3.733 -1.077 -1.592 0.238
H -3.099 1.971 -1.577 0.246
H -1.138 3.297 -2.347 0.218
```

## Properties
HOMO-LUMO gap = 9.88 eV
SMILES = Cc1ccc(S(=O)(=O)N2CC=C(C(=O)NCc3ccccc3)CC2)cc1
Multiplicity = 1
HOMO = -9.35 eV



Computed, not measured: a cluster of 2 separate species, C6H12N2 in total at a distorted geometry, with ωB97M-V with the def2-TZVPD basis set.

Geometry as XYZ:
```
20
Properties=species:S:1:pos:R:3:nbo_charge:R:1
C -0.456 -2.427 1.899 -0.637
C -0.479 -2.502 0.388 -0.640
H -1.391 -2.639 2.457 0.195
H 0.223 -3.209 2.240 0.190
H -0.061 -1.407 2.223 0.218
H -0.124 -3.461 -0.188 0.181
H -1.374 -2.062 -0.020 0.212
H 0.345 -1.929 -0.053 0.246
C 1.891 1.241 -1.768 -0.644
C -1.109 0.946 0.213 -0.096
C 0.658 1.466 -0.954 0.049
C -0.032 2.641 -0.738 -0.346
N -0.063 0.457 -0.395 -0.531
N -1.059 2.316 0.132 -0.668
H -1.875 0.540 0.863 0.175
H -1.761 2.878 0.578 0.276
H 0.142 3.694 -0.901 0.197
H 2.041 2.139 -2.372 0.210
H 1.721 0.347 -2.415 0.209
H 2.762 0.971 -1.189 0.204
```

## Properties
HOMO-LUMO gap (spin up / spin down) = 2.70 / 8.60 eV
Total charge = -1
Multiplicity = 2
HOMO (spin up / spin down) = 1.14 / -4.90 eV
⟨S²⟩ = 0.750



Energy (computed, eV): -41055.1880, -9394.8424
Relative energy (zero: lowest compared OMol25 entry of this formula, charge and spin) (computed, eV): 1.157, 0.710